21
Properties=species:S:1:pos:R:3:forces:R:3 method="wB97M-V/def2-TZVPD" homo_ev=-7.994 e_tot_ha=-329.0701 homo_lumo_gap_ev=8.375 fmax_ev_per_a=3.45 de_lowest_kj_mol=528.7 e_lumo_ev=0.4
C 0.6429 -0.0177 -0.3370 -1.1 0.5 -2.4
C -2.1722 -0.1204 -1.4446 -0.2 -0.2 -0.3
C 0.7469 1.4616 -0.7066 -0.1 0.0 0.0
C 2.0239 -0.5342 0.0546 -0.1 -0.3 0.6
C -1.5450 -0.1989 -0.1357 2.7 0.4 0.3
C -1.5822 -0.2837 1.1470 0.3 -0.2 1.1
C -0.1447 -0.3344 1.6531 -2.2 -1.2 2.4
N 0.1812 -1.4395 2.2694 0.1 0.9 -1.6
H 0.3888 -0.5920 -1.2312 0.1 0.1 -0.2
H 1.1912 -1.5156 2.3859 0.0 0.3 0.6
H -2.4053 -0.4050 1.8450 -0.2 0.0 -0.2
H 0.1859 0.6811 1.9040 0.7 -0.2 -0.7
H -1.6679 0.6055 -2.0904 0.0 -0.1 0.1
H -2.1546 -1.0960 -1.9384 0.0 0.1 0.0
H -3.2199 0.1934 -1.3503 0.2 0.0 0.1
H 2.4547 0.0280 0.8892 -0.1 -0.1 0.1
H 1.5378 1.6340 -1.4456 0.1 -0.1 0.2
H -0.1561 1.8715 -1.1622 -0.1 -0.1 0.2
H 0.9783 2.0738 0.1709 0.0 0.0 0.0
H 1.9978 -1.5953 0.3075 0.0 0.1 0.1
H 2.7184 -0.4162 -0.7848 -0.2 0.0 -0.1

48
Properties=species:S:1:pos:R:3:forces:R:3 method="wB97M-V/def2-TZVPD" homo_ev=-8.955 e_tot_ha=-1054.1285 homo_lumo_gap_ev=8.964 smiles="C=CC(=C)CCN.O.O.O.O.O.O.O.O.O.O" fmax_ev_per_a=10.83 de_lowest_kj_mol=705.6 e_lumo_ev=0.0
C 1.9802 0.4672 0.0499 3.3 2.0 -2.2
C 1.1357 -0.7894 -0.3845 -2.6 3.0 0.9
C 1.8854 -2.0567 -0.4189 -0.7 -0.2 1.2
C 2.1841 -2.5757 0.7388 2.3 -5.6 -1.2
C 1.5959 -2.4170 -2.7279 -0.7 0.4 -6.6
C 2.1608 -2.7780 -1.6408 0.9 0.2 1.9
N 1.8451 1.5237 -1.0841 -0.2 0.7 2.5
H 1.9204 0.9048 1.1100 -1.6 -0.1 -1.9
H 3.1078 0.3071 0.1446 -1.3 -0.8 -0.7
H 0.4677 -0.6982 -1.3085 1.8 0.6 0.9
H 0.2886 -0.5911 0.3913 1.7 -1.9 -1.1
H 1.9677 -2.2749 1.6696 -1.0 1.2 2.2
H 2.7131 -3.6088 0.8298 -0.7 1.7 -0.7
H 1.8828 -2.8197 -3.7398 0.1 -0.7 1.3
H 0.9361 -1.6305 -3.0984 0.0 0.3 1.6
H 2.8610 -3.6080 -1.6160 -0.1 0.1 0.1
H 1.5200 1.1011 -1.9142 -0.2 -0.5 -1.0
H 2.5851 2.2215 -1.2695 -0.4 -1.1 0.5
H 0.4886 3.0433 -0.8030 -1.9 2.1 1.3
H -1.0456 3.4843 -0.5233 0.2 0.0 -0.6
O -0.1417 3.8137 -0.4007 1.8 -2.2 -1.3
H -0.3545 0.7144 -3.9724 -2.5 2.4 -10.1
H -0.7300 -0.1995 -2.9139 -0.3 0.0 -0.3
O -0.1682 0.5268 -3.1840 3.1 -2.1 10.2
H -2.2680 -2.4077 3.3323 0.9 0.7 1.0
H -1.6652 -1.0324 3.7643 -0.7 -0.8 0.4
O -1.7679 -1.9590 4.0575 -0.7 -0.4 0.1
H -1.7249 -0.4678 -0.0571 0.6 -1.1 0.5
H -0.8434 0.8586 -0.2162 -1.4 -0.9 -0.1
O -1.7515 0.4443 -0.3032 0.8 1.6 -0.4
H 0.1756 -1.8424 1.6451 2.1 -1.0 -0.6
H -0.7601 -0.9953 2.2702 -0.7 1.4 1.1
O -0.7414 -1.7810 1.7674 -1.5 -0.8 -1.3
H -2.5527 1.7322 -1.4027 -1.4 1.3 1.1
H -3.7327 2.4712 -0.5087 0.5 -0.7 -0.3
O -3.0413 2.5763 -1.1778 0.7 0.0 -0.8
H 2.5904 -0.8992 3.4233 0.4 -0.5 3.5
H 2.4569 0.0772 2.3742 0.0 3.4 -0.5
O 2.4833 -0.8158 2.5256 0.0 -1.8 -1.3
H -1.7787 1.2959 3.1537 0.1 0.5 0.6
H -2.3258 0.6266 2.0473 -0.5 -0.2 -1.8
O -2.1853 0.4513 2.9582 0.4 0.2 0.9
H -3.1681 0.3488 -3.7701 -1.6 3.1 -1.2
H -2.6005 -0.0782 -2.2951 -0.6 1.1 0.4
O -2.7894 -0.2459 -3.2082 1.7 -4.4 1.0
H -1.4386 3.5236 1.2813 0.4 2.1 -1.8
H -0.4354 3.1009 2.4405 1.4 1.1 0.0
O -1.2215 2.9573 1.9641 -1.8 -3.4 2.3

12
Properties=species:S:1:pos:R:3:forces:R:3 method="wB97M-V/def2-TZVPD" homo_ev=-9.625 e_tot_ha=-989.3486 homo_lumo_gap_ev=8.101 fmax_ev_per_a=1.79 de_lowest_kj_mol=472.4 e_lumo_ev=-1.5
C -0.0471 0.4072 0.9696 0.1 0.0 0.0
C 0.4339 0.8866 -0.3735 0.1 0.8 1.6
C 0.1498 1.8063 0.5205 0.1 -1.2 -0.8
O -1.0798 -0.2199 -2.9155 0.3 -0.1 -0.3
S -2.8087 0.0177 -0.6670 0.5 0.6 -0.7
S -1.5683 0.7366 -1.9418 -1.5 -0.3 0.5
H -1.0591 0.0014 1.0430 0.0 0.0 0.0
H 0.6430 -0.0325 1.6790 0.1 0.0 0.1
H 0.9513 0.6033 -1.2553 0.3 -0.1 -0.5
H -0.4590 -2.0369 -0.6382 -0.2 -0.3 -1.2
H 0.0619 2.8252 0.8074 0.1 0.5 0.1
H -0.5876 -2.1672 -1.3971 0.3 0.2 1.2